An isolated molecule of C3H5NO4, computed with wB97M-V/def2-TZVPD.

## Properties
Energy, a.u.: -472.869037
Structure (SMILES): O=C1NOCOCO1

Geometry (Å):
C  1.761  -0.034  -0.171
C  -1.561  -0.560  -0.060
C  -0.169  1.303  0.166
H  1.039  -2.138  -0.682
H  -2.168  -1.415  -0.515
H  -2.068  -0.217  0.980
H  -0.157  2.442  0.127
H  -0.208  1.045  1.189
N  0.732  -0.977  -0.522
O  2.992  -0.210  -0.016
O  -0.238  -1.028  0.405
O  -1.086  0.662  -0.707
O  1.130  1.126  -0.195